Entry 1:
The following is a DFT calculation (wB97M-V/def2-TZVPD) of a cluster of 10 separate species, C47H121N7O17 in total.

Last column: Mulliken charge in e.
CARTESIAN COORDINATES (ANGSTROEM)
C 1.672 -6.277 4.958  -0.792
O 2.046 -5.417 3.949  -0.188
C 2.777 -5.998 2.858  -0.783
C 2.623 -5.007 1.706  -0.334
N 1.244 -4.930 1.244  0.485
C 0.963 -4.447 -0.087  2.778
C 1.113 -5.602 -1.030  -0.932
O 1.019 -5.365 -2.440  -0.407
C 2.238 -4.819 -2.978  -0.536
H 1.214 -5.532 5.700  0.142
H 2.494 -6.845 5.382  0.370
H 0.863 -6.957 4.603  0.313
H 2.279 -6.959 2.612  0.346
H 3.889 -6.119 3.081  0.344
H 3.228 -5.340 0.858  0.508
H 3.049 -3.993 2.047  0.058
H 0.656 -4.313 1.793  -0.506
H 1.588 -3.537 -0.494  -1.048
H -0.094 -4.129 -0.051  -1.392
H 0.325 -6.311 -0.805  0.316
H 2.072 -6.028 -0.900  0.518
H 2.231 -5.051 -4.038  0.356
H 3.118 -5.236 -2.468  0.326
H 2.368 -3.771 -2.767  -0.006
C 7.773 1.466 -0.165  -0.683
O 6.709 1.434 0.765  -0.399
C 5.746 0.543 0.267  -0.781
C 4.387 0.764 0.940  0.749
N 3.845 2.049 0.590  1.226
C 4.333 3.145 1.464  -1.058
C 3.466 4.429 1.354  -0.899
O 2.119 4.048 1.407  0.086
C 1.173 4.910 0.757  -0.530
H 8.251 0.478 -0.273  0.317
H 8.457 2.104 0.256  0.308
H 7.429 1.758 -1.137  0.226
H 6.121 -0.454 0.371  0.624
H 5.573 0.687 -0.788  0.014
H 4.562 0.629 2.034  0.464
H 3.726 -0.057 0.552  -0.951
H 2.862 1.978 0.740  -0.622
H 5.359 3.302 1.252  0.503
H 4.304 2.755 2.479  0.322
H 3.704 4.962 0.437  0.517
H 3.748 5.093 2.191  0.298
H 0.238 4.503 1.091  -0.216
H 1.284 4.799 -0.360  0.236
H 1.229 5.980 1.080  0.462
C 0.083 -0.243 7.148  -0.571
O -0.904 -0.999 6.449  -0.411
C -0.307 -1.940 5.579  -0.099
C -1.511 -2.636 4.872  -0.218
N -1.077 -3.699 3.952  0.247
C -2.314 -4.429 3.582  -0.275
C -2.047 -5.488 2.512  0.699
O -3.198 -6.252 2.398  -0.478
C -3.383 -6.854 1.162  -0.569
H 0.939 -0.856 7.493  0.293
H -0.377 0.243 7.977  0.289
H 0.420 0.486 6.400  0.091
H 0.426 -2.560 6.167  0.361
H 0.332 -1.416 4.918  -0.050
H -2.006 -1.809 4.334  -0.290
H -2.153 -3.027 5.644  0.572
H -0.394 -4.296 4.382  -0.205
H -3.026 -3.674 3.199  -0.318
H -2.674 -5.027 4.400  0.569
H -1.118 -6.100 2.741  0.472
H -1.791 -4.993 1.596  -0.592
H -2.994 -7.827 1.124  0.354
H -2.990 -6.154 0.391  0.148
H -4.485 -6.874 0.953  0.225
C -3.115 2.300 -10.282  -0.648
O -1.975 2.115 -9.505  -0.356
C -2.332 1.698 -8.171  -0.385
C -1.335 2.144 -7.188  -0.629
N -1.731 1.652 -5.872  0.003
C -0.816 1.735 -4.822  -0.916
C -1.538 1.524 -3.464  -1.050
O -0.633 1.516 -2.401  1.240
C -0.246 2.778 -1.918  0.087
H -3.665 3.245 -10.115  0.257
H -3.776 1.411 -10.035  0.295
H -2.826 2.209 -11.355  0.245
H -2.376 0.592 -8.129  0.265
H -3.300 2.127 -7.876  0.398
H -1.242 3.237 -7.236  0.249
H -0.349 1.752 -7.568  0.242
H -2.005 0.678 -5.965  0.289
H -0.382 2.800 -4.782  0.333
H -0.016 1.011 -4.893  0.523
H -2.006 0.557 -3.459  0.235
H -2.325 2.243 -3.351  0.189
H 0.654 2.759 -1.295  -0.903
H -1.015 3.189 -1.334  -0.354
H -0.033 3.556 -2.737  0.435
C 7.448 5.128 -1.946  -0.707
O 6.270 4.770 -2.593  -0.427
C 5.726 3.538 -2.167  0.586
C 4.444 3.358 -2.970  -0.924
N 3.866 2.106 -2.616  0.493
C 2.726 1.751 -3.395  -1.261
C 2.148 0.412 -2.950  0.801
O 2.905 -0.795 -3.214  -0.515
C 3.777 -1.185 -2.217  -0.396
H 7.311 5.541 -0.971  0.261
H 7.968 5.921 -2.494  0.313
H 8.174 4.254 -1.960  0.230
H 5.629 3.581 -1.087  -0.139
H 6.440 2.764 -2.484  0.131
H 4.793 3.388 -4.016  0.383
H 3.760 4.223 -2.804  0.363
H 3.578 2.194 -1.601  -0.486
H 3.034 1.585 -4.459  0.609
H 1.903 2.422 -3.489  0.339
H 1.328 0.308 -3.599  -0.145
H 1.759 0.440 -1.936  -0.268
H 4.645 -0.519 -2.114  0.340
H 4.064 -2.203 -2.555  0.326
H 3.266 -1.304 -1.271  -0.084
C -7.184 0.779 -0.335  -0.859
O -5.920 0.948 0.199  -0.332
C -4.928 1.033 -0.806  -1.790
C -3.606 1.396 -0.171  0.976
N -3.594 2.749 0.444  0.129
C -3.903 3.795 -0.528  -0.671
C -3.182 5.074 -0.164  -0.136
O -3.688 5.663 1.009  -0.369
C -2.898 6.663 1.483  -0.458
H -7.286 -0.226 -0.809  0.325
H -7.381 1.487 -1.236  0.253
H -7.958 0.939 0.415  0.282
H -5.180 1.828 -1.486  0.886
H -4.849 0.234 -1.453  0.829
H -2.888 1.453 -1.008  -0.239
H -3.198 0.642 0.510  -0.662
H -4.158 2.783 1.273  0.333
H -4.908 3.901 -0.790  0.537
H -3.415 3.542 -1.537  0.035
H -3.110 5.744 -0.986  0.714
H -2.137 4.870 0.083  -0.441
H -2.577 7.434 0.760  0.291
H -1.962 6.139 1.852  0.033
H -3.380 7.182 2.351  0.235
C -4.866 -0.720 3.042  -0.669
O -4.398 -1.912 2.332  0.115
C -5.546 -2.479 1.740  -0.444
C -5.171 -3.811 1.067  -1.175
N -3.876 -3.686 0.299  0.249
C -3.755 -2.677 -0.741  0.422
C -2.334 -2.861 -1.270  0.676
O -2.112 -1.751 -2.120  -0.296
C -0.891 -1.914 -2.826  0.257
H -5.806 -0.811 3.573  0.404
H -4.957 0.093 2.234  0.018
H -4.095 -0.457 3.737  0.194
H -5.807 -1.704 1.013  0.109
H -6.277 -2.499 2.554  0.644
H -5.909 -4.150 0.374  0.578
H -5.162 -4.636 1.793  0.216
H -3.198 -3.479 0.975  -0.427
H -3.829 -1.626 -0.404  -0.618
H -4.511 -2.873 -1.509  0.561
H -2.231 -3.805 -1.894  0.468
H -1.549 -2.860 -0.495  -1.250
H -1.014 -2.704 -3.654  0.313
H -0.153 -2.229 -2.116  -0.042
H -0.617 -0.916 -3.272  -0.417
C 1.575 -0.729 2.341  -0.195
C 0.590 -0.539 1.219  2.115
C -0.862 -0.744 1.538  0.819
O 0.649 0.730 0.713  0.991
H 2.661 -0.733 1.977  -0.332
H 1.520 -1.767 2.791  -0.027
H 1.484 0.056 3.129  -0.289
H 0.937 -1.226 0.410  -1.082
H -1.498 -0.538 0.653  -1.097
H -1.053 -0.034 2.371  0.632
H -0.986 -1.743 2.021  -0.578
H 0.092 1.327 1.224  -0.558
C -1.602 3.285 3.040  -0.681
O -1.299 2.321 1.984  -0.216
H -1.653 4.293 2.624  -0.146
H -2.635 3.183 3.525  0.151
H -0.762 3.233 3.722  0.452
H -1.911 2.524 1.208  0.076
C 2.285 3.167 4.485  -0.239
O 1.292 4.073 3.948  -0.704
H 3.227 3.313 3.991  0.200
H 2.437 3.301 5.556  0.364
H 1.953 2.114 4.286  -0.144
H 1.509 4.147 2.991  0.444

The energy above the lowest of the compared OMol25 structures with the same formula, charge and spin is 61.9 kcal/mol. The value obtained for the total energy is -3525.23482 a.u. For the maximum force, the calculation gives 3.16 eV/A. The frontier orbital gap is 9.16 eV. Its SMILES is COCCNCCOC.COCCNCCOC.COCCNCCOC.COCCNCCOC.COCCNCCOC.COCCNCCOC.COCCNCCOC.CC(C)O.CO.CO. As for the LUMO energy: 0.6 eV. As for the HOMO energy: -0.316 Ha.



Entry 2:
The following is a DFT calculation (wB97M-V/def2-TZVPD) of a cluster of 10 separate species, C36H66N3O11S2 in total.

Last column: Mulliken charge in e.
CARTESIAN COORDINATES (ANGSTROEM)
O 2.427 5.254 3.093  -0.681
C 1.885 5.282 1.860  0.471
O 1.800 6.596 1.147  -0.765
C 1.248 3.973 1.085  -0.289
N 0.257 3.177 1.904  -0.097
C -0.974 3.972 2.279  -0.204
C -1.751 3.156 3.516  -0.428
C -0.913 3.274 4.919  -0.478
S -0.495 1.644 5.740  -0.134
C -0.106 0.295 4.500  -0.016
S -1.359 -0.680 3.803  -0.147
N 1.315 -0.083 4.031  0.260
C 2.635 -0.020 4.768  -0.218
C 3.772 -0.621 3.698  -0.188
N 3.126 -1.034 2.387  -0.350
C 1.660 -0.683 2.653  -0.182
H 2.170 3.243 0.881  0.278
H 0.812 4.220 0.014  0.010
H 0.711 2.713 2.721  0.142
H -1.745 4.119 1.385  0.096
H -0.764 5.044 2.703  0.255
H -1.997 2.066 3.170  0.082
H -2.801 3.709 3.646  0.312
H 0.020 3.997 4.761  0.344
H -1.621 3.860 5.681  0.326
H 2.825 0.345 5.863  0.307
H 4.920 -0.769 3.891  0.223
H 0.817 -0.877 1.831  0.273
C -1.788 6.228 -2.056  -1.224
C -2.079 4.793 -1.709  0.689
O -2.170 4.425 -0.539  -0.631
C -2.253 3.825 -2.848  -0.980
H -1.686 6.811 -1.134  0.314
H -0.851 6.293 -2.615  0.354
H -2.611 6.643 -2.643  0.364
H -1.337 3.782 -3.443  0.397
H -3.097 4.132 -3.471  0.260
H -2.458 2.826 -2.448  0.286
C -5.469 2.032 -5.811  -1.023
C -3.968 2.146 -5.788  1.000
O -3.413 3.235 -5.659  -0.609
C -3.174 0.875 -5.927  -1.095
H -5.910 3.028 -5.700  0.162
H -5.795 1.609 -6.765  0.432
H -5.807 1.405 -4.982  0.286
H -3.397 0.400 -6.886  0.266
H -3.410 0.197 -5.103  0.389
H -2.105 1.110 -5.893  0.241
C -8.102 4.531 -3.078  -1.115
C -7.062 3.589 -2.534  0.776
O -6.453 2.816 -3.272  -0.490
C -6.795 3.630 -1.053  -1.105
H -8.188 4.391 -4.161  0.272
H -9.071 4.319 -2.620  0.340
H -7.806 5.565 -2.882  0.327
H -7.706 3.377 -0.505  0.368
H -6.441 4.623 -0.767  0.328
H -6.021 2.896 -0.804  0.270
C -2.807 -3.008 0.444  -0.881
C -1.307 -2.894 0.468  0.718
O -0.751 -1.805 0.596  -0.557
C -0.512 -4.165 0.328  -1.075
H -3.249 -2.012 0.555  0.290
H -3.133 -3.431 -0.510  0.429
H -3.146 -3.635 1.273  0.151
H -0.735 -4.639 -0.631  0.339
H -0.748 -4.843 1.152  0.319
H 0.557 -3.930 0.362  0.234
C 6.333 -0.591 7.865  -1.225
C 6.558 -1.517 6.701  0.862
O 6.563 -1.099 5.544  -0.545
C 6.776 -2.975 7.006  -1.143
H 6.190 0.430 7.495  0.304
H 5.436 -0.893 8.413  0.346
H 7.204 -0.604 8.525  0.367
H 5.900 -3.383 7.515  0.420
H 7.668 -3.095 7.627  0.320
H 6.925 -3.523 6.070  0.224
C -1.463 1.688 -9.953  -1.062
C -1.754 0.253 -9.606  0.827
O -1.845 -0.115 -8.436  -0.545
C -1.928 -0.715 -10.745  -1.111
H -1.362 2.271 -9.032  0.268
H -0.526 1.753 -10.513  0.349
H -2.286 2.103 -10.540  0.314
H -1.012 -0.758 -11.340  0.332
H -2.772 -0.408 -11.368  0.325
H -2.133 -1.714 -10.345  0.292
C 8.598 -1.686 3.268  -0.262
C 9.757 -2.310 4.000  0.795
O 9.676 -2.604 5.191  -0.550
C 11.018 -2.559 3.217  -1.187
H 7.756 -1.565 3.958  -0.254
H 8.885 -0.702 2.890  0.361
H 8.286 -2.334 2.446  0.224
H 11.412 -1.614 2.837  0.317
H 10.814 -3.246 2.392  0.298
H 11.769 -3.013 3.874  0.318
C -5.701 -5.597 0.934  -0.784
C -5.836 -5.213 -0.515  0.823
O -5.030 -4.456 -1.053  -0.516
C -6.996 -5.792 -1.281  -1.152
H -4.819 -5.105 1.359  0.070
H -6.584 -5.271 1.489  0.311
H -5.574 -6.678 1.022  0.320
H -7.937 -5.475 -0.825  0.313
H -6.927 -6.883 -1.291  0.316
H -6.966 -5.429 -2.313  0.314
C 5.849 -5.300 0.149  -1.082
C 4.629 -5.036 0.990  0.783
O 3.822 -5.929 1.242  -0.597
C 4.435 -3.637 1.511  -0.836
H 5.859 -6.351 -0.157  0.309
H 5.825 -4.675 -0.747  0.308
H 6.752 -5.096 0.730  0.281
H 4.347 -2.938 0.675  0.358
H 5.275 -3.359 2.153  0.222
H 3.514 -3.594 2.101  0.243

The energy above the lowest of the compared OMol25 structures with the same formula, charge and spin is 107.7 kcal/mol. The value obtained for the total energy is -3199.26404 a.u. For the maximum force, the calculation gives 8.65 eV/A. The frontier orbital gap is 4.59 eV. As for the LUMO energy: 1.0 eV. As for the HOMO energy: -0.132 Ha. As for the net charge: -1.



Entry 3:
The following is a DFT calculation (wB97M-V/def2-TZVPD) of an isolated molecule of C5H9NO.

Last column: natural (NBO) charge in e.
CARTESIAN COORDINATES (ANGSTROEM)
C -1.501 -0.261 -0.684  -0.653
C -0.762 -0.155 0.638  0.119
O -0.611 -1.427 1.237  -0.707
C 0.622 0.535 0.539  -0.349
C 1.665 -0.253 -0.265  -0.603
C 0.461 1.888 -0.011  0.290
N 0.306 2.933 -0.483  -0.330
H -1.672 0.720 -1.133  0.237
H -2.467 -0.745 -0.514  0.227
H -0.931 -0.867 -1.400  0.202
H -1.359 0.438 1.340  0.186
H -0.534 -2.080 0.527  0.466
H 0.982 0.636 1.570  0.252
H 2.673 0.096 -0.024  0.228
H 1.521 -0.146 -1.344  0.218
H 1.606 -1.311 0.007  0.218

The energy above the lowest of the compared OMol25 structures with the same formula, charge and spin is 22.3 kcal/mol. The value obtained for the total energy is -325.90208 a.u. For the maximum force, the calculation gives 1.10 eV/A. The frontier orbital gap is 11.51 eV. Its SMILES is C[C@@H](O)[C@@H](C)C#N. As for the LUMO energy: 0.7 eV. As for the HOMO energy: -0.396 Ha.



Entry 4:
The following is a DFT calculation (wB97M-V/def2-TZVPD) of a cluster of 3 separate species, C4H17N2O2 in total.

Last column: natural (NBO) charge in e.
CARTESIAN COORDINATES (ANGSTROEM)
C -0.158 1.030 1.613  -0.244
N 0.722 0.204 2.411  -0.853
C -0.779 0.220 0.451  -0.042
N 0.233 0.096 -0.651  -0.527
C 0.260 1.247 -1.637  -0.422
C -1.138 -1.189 0.884  -0.646
H 0.313 1.917 1.204  0.199
H -1.041 1.402 2.143  0.208
H 1.543 0.706 2.718  0.379
H 0.264 -0.046 3.283  0.380
H -1.665 0.743 0.076  0.214
H 0.106 -0.799 -1.115  0.446
H 1.162 0.153 -0.224  0.471
H 1.310 1.455 -1.799  0.224
H -0.206 2.100 -1.168  0.224
H -0.069 0.885 -2.599  0.262
H -1.625 -1.333 1.838  0.248
H -0.293 -1.861 0.890  0.227
H -1.786 -1.640 0.121  0.225
H -2.669 -0.198 -2.243  0.487
H -2.148 -1.445 -3.017  0.496
O -1.871 -0.621 -2.605  -0.976
H 3.736 -0.487 -0.009  0.495
H 2.881 -1.735 -0.159  0.491
O 2.916 -0.803 -0.406  -0.967

The energy above the lowest of the compared OMol25 structures with the same formula, charge and spin is 20.0 kcal/mol. The value obtained for the total energy is -422.36079 a.u. For the maximum force, the calculation gives 1.50 eV/A. The frontier orbital gap is 10.80 eV. As for the LUMO energy: -2.6 eV. As for the HOMO energy: -0.494 Ha. As for the net charge: +1.



Among the records above, which one has the lowest maximum force?
C5H9NO



The highest frontier orbital gap belongs to which entry?
C5H9NO